(1)
DFT (wB97M-V/def2-TZVPD) results for a molecular structure, C40H47F3GeIIrN5O2P2 at a distorted geometry.

relative energy (zero: lowest compared OMol25 entry of this formula, charge and spin): 0.5862 eV
<S²>: 6.01
highest occupied orbital energy (spin up / spin down): -9.77 / -11.16 eV
energy: -5437.7571 hartree
charge: +1
largest force on an atom: 1.4 eV/Å
frontier orbital gap (spin up / spin down): 7.8 / 7.1 eV
2S+1: 5

Atoms and positions in Å:
Ir: 0.90041 0.35720 0.66344
O: -0.47869 -1.38390 -0.46081
P: -0.99467 -1.95810 -1.72815
C: 0.01461 -1.42293 -3.17401
P: 0.30705 0.39383 -3.00169
O: 0.85843 0.73075 -1.66524
C: 1.51675 0.77309 -4.29938
C: 1.22713 1.56657 -5.40015
C: 2.21810 1.82875 -6.33060
C: 3.49082 1.30672 -6.16548
C: 3.78075 0.52160 -5.06028
C: 2.79775 0.25869 -4.12586
C: -1.28032 1.18238 -3.35594
C: -2.08641 0.78736 -4.41857
C: -3.30404 1.41101 -4.61795
C: -3.71334 2.42960 -3.77060
C: -2.89796 2.83756 -2.72804
C: -1.67968 2.21466 -2.51896
C: -0.93554 -3.77716 -1.68759
C: -0.41283 -4.58985 -2.68541
C: -0.40402 -5.96567 -2.51464
C: -0.91611 -6.53233 -1.35963
C: -1.44880 -5.72356 -0.36779
C: -1.45346 -4.35148 -0.53109
C: -2.70913 -1.46815 -2.02595
C: -3.46967 -2.04782 -3.03299
C: -4.78245 -1.64851 -3.20862
C: -5.32994 -0.67920 -2.38266
C: -4.56996 -0.10359 -1.37737
C: -3.25802 -0.50215 -1.19395
H: -0.46860 -1.65399 -4.12037
H: 0.98771 -1.92616 -3.12267
H: 0.23599 1.98010 -5.52536
H: 1.99764 2.45165 -7.18307
H: 4.26133 1.52357 -6.89076
H: 4.77474 0.12390 -4.92374
H: 3.01797 -0.33541 -3.24795
H: -1.76176 0.00677 -5.09258
H: -3.93379 1.10516 -5.43908
H: -4.66454 2.91237 -3.93385
H: -3.20429 3.64427 -2.08051
H: -1.02459 2.52784 -1.71783
H: -0.01820 -4.16076 -3.59564
H: 0.00630 -6.59865 -3.28747
H: -0.89707 -7.60366 -1.23037
H: -1.86087 -6.16363 0.52808
H: -1.86324 -3.70100 0.23237
H: -3.03507 -2.81162 -3.66458
H: -5.38251 -2.09607 -3.98615
H: -6.35442 -0.37147 -2.52133
H: -4.99737 0.64959 -0.73445
H: -2.64289 -0.07756 -0.41270
C: -1.81885 0.36983 5.12480
Ge: -0.12372 -0.18109 4.22114
C: 0.27070 -2.04344 4.77632
C: 1.37736 0.99617 4.81752
C: -0.55078 -0.19194 2.28138
H: -1.69772 0.34786 6.20328
H: -2.61399 -0.32194 4.86457
H: -2.12883 1.36904 4.83186
H: 0.23800 -2.10520 5.85970
H: 1.24694 -2.38113 4.44269
H: -0.47979 -2.72472 4.38839
H: 1.98621 0.45143 5.53365
H: 1.02748 1.89885 5.31305
H: 2.01504 1.28452 3.98862
H: -1.40700 0.45167 2.07584
H: -0.83761 -1.21579 2.04645
C: 2.34595 6.27220 2.19706
C: 1.22183 5.99057 3.18959
C: 1.58981 4.83426 4.11437
C: -0.12372 5.75506 2.48028
N: -0.15180 4.56237 1.68507
C: -0.20865 3.26764 2.03079
N: -0.20802 2.55749 0.91678
N: -0.15858 3.43180 -0.08104
N: -0.13113 4.61257 0.35820
H: 3.26639 6.47088 2.73962
H: 2.11673 7.14222 1.58664
H: 2.52779 5.42412 1.54019
H: 1.07412 6.88572 3.80079
H: 1.87193 3.95029 3.54600
H: 0.76458 4.59069 4.78104
H: 2.44523 5.11639 4.72159
H: -0.32268 6.57779 1.79013
H: -0.92851 5.70410 3.21773
H: -0.24191 2.86946 3.02308
I: 3.07530 1.77555 1.00399
F: 2.37233 -5.43498 4.54223
C: 3.35781 -5.14468 3.67522
F: 4.47354 -4.99017 4.38850
F: 3.51936 -6.22896 2.90291
C: 2.99276 -3.92471 2.86806
C: 3.63755 -2.71018 3.04734
C: 3.18130 -1.61489 2.33071
N: 2.15570 -1.67541 1.48474
C: 1.56617 -2.85144 1.29581
C: 1.94103 -4.00307 1.96337
H: 4.46212 -2.60674 3.73492
H: 3.67208 -0.66154 2.45811
H: 0.75577 -2.88370 0.58457
H: 1.42518 -4.93540 1.78835

Atomic forces in eV per Å
-0.57 -0.21 0.90
0.13 0.25 0.74
-0.19 -0.74 -1.17
-0.21 0.35 0.82
-0.15 -0.33 -1.28
0.36 0.20 1.14
-0.45 -0.05 0.38
-0.13 -0.05 0.05
0.05 0.07 -0.12
-0.06 0.06 0.00
0.08 -0.04 0.04
-0.02 -0.10 0.08
0.52 -0.11 -0.03
0.04 0.02 0.01
-0.01 -0.07 -0.12
0.06 0.06 0.06
-0.03 0.01 -0.06
0.18 -0.03 0.04
-0.06 0.52 -0.05
-0.04 0.12 -0.02
0.06 -0.07 -0.11
0.04 0.02 -0.03
-0.02 -0.02 0.10
-0.11 0.13 0.11
0.42 -0.21 0.12
0.02 -0.01 0.03
0.00 -0.11 -0.11
0.02 0.04 0.05
-0.02 -0.04 -0.01
0.12 -0.01 0.05
-0.04 -0.01 -0.10
-0.12 0.09 -0.01
-0.04 0.05 -0.03
-0.02 0.06 -0.10
0.04 0.00 -0.05
0.08 -0.03 0.02
0.10 -0.02 0.04
-0.04 -0.10 -0.08
-0.07 -0.04 -0.08
-0.11 0.05 -0.02
-0.04 0.09 0.08
-0.09 0.00 -0.07
0.06 0.02 -0.07
0.03 -0.03 -0.06
-0.02 -0.09 -0.01
-0.02 -0.02 0.07
-0.04 -0.07 0.11
-0.04 -0.09 -0.08
-0.05 -0.05 -0.07
-0.13 0.02 -0.03
-0.06 0.09 0.06
0.00 0.08 0.08
0.59 -0.20 -0.25
-0.10 0.02 0.25
-0.13 0.50 -0.15
-0.45 -0.31 -0.22
0.80 0.20 -0.41
0.06 0.03 0.17
-0.10 -0.11 -0.09
0.00 0.15 -0.06
0.05 0.01 0.18
0.13 0.02 -0.05
-0.14 -0.08 -0.12
0.05 -0.11 0.10
-0.13 0.08 0.01
0.11 0.04 -0.19
-0.05 0.06 -0.02
-0.04 -0.10 -0.11
-0.15 0.06 0.15
0.01 -0.16 -0.17
-0.06 0.28 -0.07
0.24 0.94 0.63
-0.18 -1.36 0.13
0.03 0.01 -0.46
-0.21 -0.17 0.64
0.11 -0.28 -0.70
0.12 1.36 -0.39
0.12 0.03 0.01
0.02 0.07 -0.12
-0.02 -0.13 -0.09
-0.09 -0.02 -0.03
0.05 -0.14 -0.04
-0.06 -0.11 0.14
0.09 -0.04 0.10
-0.09 -0.11 0.09
0.01 -0.03 -0.11
0.02 -0.01 0.26
0.15 0.09 -0.07
-0.12 0.07 0.02
-0.09 -0.30 0.18
0.16 0.21 -0.04
0.01 0.07 -0.19
-0.02 0.14 -0.10
-0.20 -0.26 -0.07
0.17 -0.02 0.19
0.02 0.14 -0.24
-0.18 -0.51 -0.02
0.31 0.07 0.20
0.06 0.00 0.03
-0.09 0.16 -0.08
-0.09 0.13 -0.02
-0.05 -0.03 -0.04

These are the Löwdin partial charges, in e, on atoms 1 to 6: number 1, Ir, carries 1.013; number 2, O, carries -0.449; number 3, P, carries 0.747; number 4, C, carries -0.266; number 5, P, carries 0.752; number 6, O, carries -0.477


(2)
DFT (wB97M-V/def2-TZVPD) results for a molecular structure, C40H47F5MoNO2P2S.

relative energy (zero: lowest compared OMol25 entry of this formula, charge and spin): 0.0000 eV
<S²>: 2.03
highest occupied orbital energy (spin up / spin down): -10.40 / -10.72 eV
energy: -3406.0018 hartree
charge: +1
largest force on an atom: 0.1 eV/Å
frontier orbital gap (spin up / spin down): 6.8 / 7.1 eV
2S+1: 3

Atoms and positions in Å:
Mo: -0.10969 0.72121 -0.09513
C: 1.23986 -0.68921 4.64123
C: 1.10746 -0.74286 3.11832
C: 2.48721 -0.95325 2.49119
P: 0.30951 0.76355 2.39906
C: -0.97863 1.28867 3.59304
C: -2.08986 0.23240 3.58916
C: -1.55242 2.67499 3.31536
C: 1.62144 2.00066 2.31073
C: 2.01917 2.84268 3.34111
C: 3.01478 3.78405 3.12742
C: 3.60428 3.88460 1.87508
C: 3.22058 3.04736 0.83770
C: 2.23544 2.09202 1.05519
N: 1.75778 1.25130 0.00133
C: 2.69642 0.68317 -0.91149
C: 4.00432 0.39774 -0.52961
C: 4.88302 -0.17607 -1.43443
C: 4.47130 -0.47896 -2.72409
C: 3.16303 -0.21664 -3.09957
C: 2.26667 0.35619 -2.20505
P: 0.51878 0.67145 -2.58928
C: 0.02178 -0.67800 -3.74257
C: 0.15791 -2.07295 -3.13955
C: -1.39499 -0.45763 -4.27711
C: 0.49556 2.19285 -3.63895
C: 1.57504 3.18565 -3.20405
C: -0.87585 2.87417 -3.64723
H: 1.77600 -1.57472 4.98601
H: 0.28126 -0.66500 5.15555
H: 1.82189 0.18258 4.95078
H: 0.45641 -1.57861 2.83796
H: 3.18171 -0.18474 2.83637
H: 2.46000 -0.93656 1.40259
H: 2.88102 -1.92082 2.80666
H: -0.49586 1.29833 4.57493
H: -2.56674 0.18386 2.60753
H: -2.85189 0.50121 4.32158
H: -1.72806 -0.76613 3.83448
H: -2.17341 2.66413 2.41889
H: -0.78262 3.43404 3.17968
H: -2.18411 2.96954 4.15495
H: 1.54097 2.77426 4.31107
H: 3.31935 4.44443 3.92755
H: 4.36604 4.63202 1.69698
H: 3.67638 3.14393 -0.13893
H: 4.33375 0.61964 0.47626
H: 5.89662 -0.39397 -1.12477
H: 5.16043 -0.92321 -3.42907
H: 2.84123 -0.46504 -4.10334
H: 0.71955 -0.58664 -4.58222
H: -0.65898 -2.27771 -2.44541
H: 1.10042 -2.21624 -2.61341
H: 0.09192 -2.81180 -3.93975
H: -2.11814 -0.38271 -3.46122
H: -1.67983 -1.31172 -4.89311
H: -1.47585 0.43398 -4.89682
H: 0.72648 1.83343 -4.64833
H: 1.42728 3.48229 -2.16260
H: 1.50223 4.08617 -3.81595
H: 2.58001 2.78031 -3.31318
H: -1.01355 3.43743 -2.72587
H: -1.70870 2.17864 -3.74892
H: -0.92496 3.57820 -4.47913
F: -6.40308 3.72378 -0.81627
C: -5.09907 3.57590 -0.62567
C: -4.48286 2.37339 -0.93126
F: -5.18591 1.35510 -1.41970
C: -3.12606 2.25302 -0.71859
F: -2.53360 1.06918 -1.02531
C: -2.33625 3.26861 -0.21291
S: -0.60840 3.08584 0.03011
C: -2.98289 4.46389 0.08324
F: -2.28881 5.48858 0.57287
C: -4.34379 4.62194 -0.11783
F: -4.93221 5.77403 0.17724
C: -1.79914 -7.42183 0.20172
C: -1.47523 -5.95658 0.21635
C: -2.47745 -4.99920 0.26426
C: -2.20497 -3.63789 0.26633
C: -3.38741 -2.70426 0.31140
C: -0.85453 -3.22398 0.21340
C: 0.18460 -4.18348 0.17192
C: 1.65156 -3.84423 0.12888
C: -0.15420 -5.52621 0.17828
C: -0.53042 -1.79780 0.13395
O: -1.42413 -0.88305 0.28643
O: 0.62871 -1.34504 -0.12130
H: -2.86473 -7.59594 0.33763
H: -1.26073 -7.94513 0.99264
H: -1.49893 -7.87011 -0.74688
H: -3.51116 -5.32128 0.30144
H: -4.30610 -3.28737 0.32371
H: -3.41209 -2.03867 -0.55156
H: -3.36762 -2.06839 1.19512
H: 1.93336 -3.12050 0.88806
H: 1.92927 -3.40997 -0.83267
H: 2.23556 -4.75143 0.27364
H: 0.64060 -6.26280 0.15571

Atomic forces in eV per Å
0.08 -0.06 -0.02
-0.01 0.01 -0.02
0.01 0.00 0.06
0.01 -0.02 -0.03
-0.04 0.00 -0.09
0.01 -0.02 0.05
0.01 0.03 0.00
-0.02 0.02 -0.03
0.03 0.01 0.02
0.00 -0.02 -0.01
0.00 0.00 0.00
0.00 0.01 0.00
0.01 -0.01 0.01
-0.02 0.03 0.04
0.01 0.02 -0.10
0.02 0.00 0.00
-0.01 0.02 0.00
0.00 -0.01 -0.01
0.01 0.00 0.01
-0.02 0.00 0.00
0.04 0.01 -0.03
-0.04 -0.04 0.06
0.03 0.04 -0.07
-0.02 -0.01 0.01
-0.01 -0.01 -0.01
0.05 0.02 0.01
-0.02 0.01 0.01
-0.03 -0.02 0.01
0.00 0.00 -0.01
-0.04 -0.01 0.00
0.00 0.00 0.00
0.00 0.01 0.00
0.00 0.00 0.00
-0.01 -0.02 0.02
0.01 0.00 0.00
0.00 0.01 -0.02
0.01 0.00 0.00
0.00 0.00 0.01
0.03 -0.04 0.02
0.00 0.00 0.02
-0.01 0.00 0.01
0.00 0.00 0.00
0.00 0.00 0.00
0.00 0.00 0.00
0.00 0.00 0.00
0.00 -0.01 -0.01
0.00 0.01 0.00
0.00 0.00 0.00
0.00 0.00 0.00
0.00 0.00 0.00
0.00 -0.01 0.00
0.01 0.01 0.02
0.00 0.00 -0.01
0.00 -0.01 0.01
0.00 0.00 0.00
0.00 0.00 0.00
0.01 -0.02 0.01
0.01 -0.01 0.00
0.00 0.00 0.00
0.00 0.00 0.00
0.00 0.00 0.00
-0.02 0.01 0.05
0.02 0.03 0.01
0.00 0.01 0.01
0.04 0.00 0.00
-0.04 -0.01 -0.01
-0.02 0.00 0.00
0.01 0.03 0.01
0.04 -0.08 -0.05
0.02 0.01 0.02
0.02 0.00 -0.03
-0.09 0.00 0.02
-0.01 0.01 0.01
0.00 0.00 0.01
0.00 0.02 0.01
0.00 -0.01 0.00
0.00 0.00 0.01
0.00 0.00 0.00
0.00 -0.02 0.00
0.00 0.00 0.03
-0.01 0.00 -0.03
0.00 0.03 -0.07
0.00 -0.02 0.02
0.02 -0.04 -0.08
0.01 0.02 0.03
-0.08 0.01 0.00
0.00 0.08 0.05
-0.02 0.00 0.00
0.00 0.00 0.00
0.00 0.00 0.00
0.00 0.00 0.00
0.00 0.00 0.00
0.00 0.00 0.00
0.00 -0.01 0.01
0.00 -0.01 0.01
0.00 0.00 0.04
0.01 0.01 0.03
0.00 0.00 0.00
0.00 -0.01 0.00

These are the Löwdin partial charges, in e, on atoms 1 to 6: number 1, Mo, carries 1.286; number 2, C, carries -0.095; number 3, C, carries -0.498; number 4, C, carries -0.112; number 5, P, carries 1.039; number 6, C, carries -0.528